Molecular formula: F2HNS
Method: DFT, wB97M-V/def2-TZVPD

Properties
**Gap between HOMO and LUMO (spin up / spin down)**: 8.82 / 8.82 eV
**E**: -17771.0426 eV
**2S+1**: 1
**HOMO energy (spin up / spin down)**: -10.19 / -10.19 eV
**Energy relative to the best compared isomer or geometry (same formula, charge and spin)**: 95.7 kcal per mole

The geometry in XYZ format:
```
5
Properties=species:S:1:pos:R:3:nbo_charge:R:1
N -0.33079 0.48720 -0.54760 -0.441
F -0.39919 1.44080 0.51724 -0.268
F 1.17952 -1.11950 0.69103 -0.511
S 0.99158 -0.31084 -0.78983 0.891
H -1.44111 -0.49767 0.12917 0.329
```


Molecular formula: C6H16NO2P
Method: DFT, wB97M-V/def2-TZVPD

Properties
**Gap between HOMO and LUMO (spin up / spin down)**: 8.39 / 8.39 eV
**E**: -21353.0439 eV
**2S+1**: 1
**HOMO energy (spin up / spin down)**: -7.82 / -7.82 eV
**Energy relative to the best compared isomer or geometry (same formula, charge and spin)**: 57.4 kcal per mole

The geometry in XYZ format:
```
26
Properties=species:S:1:pos:R:3:nbo_charge:R:1
C 2.98053 1.09442 0.36275 -0.681
C 0.82225 2.21284 1.30409 -0.730
C -2.44297 -1.04470 0.94438 -1.003
C -1.84886 -2.66778 -1.39202 -1.003
C 0.08832 -0.67994 -0.42512 -1.012
C 1.64170 1.72175 0.16138 0.469
N 0.14495 2.49743 -1.39971 -0.597
O -0.46527 -2.98991 0.97999 -1.105
O 1.31098 1.92573 -1.05958 -0.215
P -1.08974 -1.97365 0.12247 1.933
H 2.93077 0.32038 1.12671 0.232
H 3.71416 1.83332 0.68838 0.233
H 3.32635 0.65559 -0.56898 0.239
H -0.16238 2.48622 0.92953 0.273
H 1.28310 3.09750 1.74725 0.246
H 0.73118 1.45721 2.08329 0.233
H -3.21457 -1.75640 1.22941 0.244
H -2.04733 -0.58386 1.84575 0.243
H -2.86273 -0.28506 0.29123 0.237
H -1.07675 -3.20092 -1.94295 0.246
H -2.61012 -3.38240 -1.08500 0.246
H -2.28960 -1.89853 -2.01718 0.235
H 0.54738 -0.31878 0.48923 0.230
H 0.85291 -1.13802 -1.04597 0.243
H 0.14308 2.48900 -2.42138 0.307
H -0.40732 0.12854 -0.94793 0.256
```


Molecular formula: C3H6N4
Method: DFT, wB97M-V/def2-TZVPD

Properties
**Gap between HOMO and LUMO**: 7.47 eV
**E**: -9163.1459 eV
**2S+1**: 1
**HOMO energy**: -8.02 eV
**Energy relative to the best compared isomer or geometry (same formula, charge and spin)**: 131.7 kcal per mole

The geometry in XYZ format:
```
13
Properties=species:S:1:pos:R:3:nbo_charge:R:1
H -1.98009 1.47308 1.47757 0.354
N -1.63226 0.68607 0.92046 -0.649
C -0.54336 0.21722 1.34742 0.103
N -0.14351 -1.50478 1.16187 -0.068
N 0.53886 -1.76775 0.22881 -0.158
C 0.83816 -0.31368 -0.46476 0.564
C -0.12194 -0.12843 -1.58649 -0.720
N 1.97601 0.14617 -0.21217 -0.759
H 2.03755 0.79128 0.57701 0.413
H 0.05888 0.62438 2.17576 0.154
H 0.29777 -0.60401 -2.47713 0.265
H -0.23018 0.94200 -1.77640 0.244
H -1.09588 -0.56155 -1.37196 0.258
```


Molecular formula: C38H42AlCl3N7O5PS
Method: DFT, wB97M-V/def2-TZVPD

Properties
**Charge**: +2
**Gap between HOMO and LUMO**: 6.23 eV
**E**: -125040.2358 eV
**2S+1**: 1
**HOMO energy**: -12.52 eV
**Energy relative to the best compared isomer or geometry (same formula, charge and spin)**: 29.4 kcal per mole

The geometry in XYZ format:
```
98
Properties=species:S:1:pos:R:3:lowdin_charge:R:1
Al 0.45495 -0.19768 0.74670 0.080
N 1.25395 3.93443 -0.12583 0.160
C 0.75260 2.70759 -0.16422 -0.092
N 1.07345 1.76319 0.67734 0.132
C 1.96730 2.03630 1.70559 -0.221
N 2.22433 1.12038 2.58434 0.149
N 1.62980 -0.03756 2.30393 -0.020
C 1.55561 -1.00143 3.15306 0.028
C 0.96483 -2.21574 2.63914 -0.230
C 0.82298 -3.39140 3.36955 0.044
C 0.27189 -4.49889 2.74326 0.002
C -0.15331 -4.39217 1.42404 -0.005
C -0.01417 -3.17433 0.77806 -0.055
N 0.55216 -2.12422 1.36008 0.085
C 2.61039 3.32477 1.75356 -0.075
C 3.60838 3.62920 2.68327 0.016
C 4.21939 4.86533 2.64683 -0.032
C 3.86333 5.80195 1.67766 -0.027
C 2.87140 5.52202 0.75460 0.008
C 2.23446 4.28823 0.79710 -0.160
H 0.95026 4.64245 -0.78771 0.182
H 0.04299 2.47447 -0.95058 0.159
H 1.92280 -0.91710 4.16888 0.166
H 1.11793 -3.40886 4.40740 0.136
H 0.16295 -5.42625 3.28371 0.129
H -0.58632 -5.23312 0.90761 0.124
H -0.36921 -3.01783 -0.23397 0.134
H 3.87083 2.87840 3.41226 0.122
H 4.98455 5.11427 3.36521 0.121
H 4.37560 6.75058 1.62517 0.123
H 2.60852 6.24683 -0.00094 0.124
Cl -2.03044 3.06893 -4.39154 0.711
C -0.78439 1.93461 -4.75454 -0.675
C -1.08062 0.58736 -4.90499 -0.077
C -0.05046 -0.31565 -5.09159 -0.017
C 1.27866 0.09451 -5.11589 -0.200
C 2.40572 -0.92180 -5.13254 -0.266
C 3.36531 -0.67201 -3.94300 -0.064
N 2.79096 -0.71876 -2.61234 -0.025
C 3.50033 -1.21981 -1.55880 0.003
C 2.71349 -1.10918 -0.45970 -0.069
N 1.52207 -0.54918 -0.82952 0.063
C 1.60920 -0.31759 -2.13551 -0.065
O 1.98567 -2.25257 -5.25630 -0.080
C 1.54367 -2.94228 -4.09472 -0.180
C 0.87584 -4.21536 -4.51660 -0.324
C 1.54508 -5.26626 -5.08634 -0.965
Cl 3.21616 -5.33944 -5.40658 0.702
S 0.49916 -6.59238 -5.45165 1.043
C -0.84153 -5.73437 -4.81128 -0.398
C -0.50346 -4.49701 -4.36683 -0.155
C 1.53952 1.46644 -5.11540 -0.580
Cl 3.12216 2.10231 -5.43026 0.785
C 0.51968 2.38049 -4.91137 -0.129
H -2.10273 0.25004 -4.88451 0.116
H -0.27187 -1.35884 -5.25565 0.125
H 3.01491 -0.76256 -6.03462 0.171
H 3.82709 0.30973 -4.08550 0.077
H 4.15218 -1.42857 -3.97814 0.149
H 4.49816 -1.58923 -1.67194 0.144
H 2.91821 -1.37582 0.55612 0.114
H 0.82572 0.12262 -2.71985 0.137
H 0.83503 -2.34194 -3.50872 0.111
H 2.40931 -3.18867 -3.46099 0.125
H -1.80776 -6.19745 -4.80385 0.070
H -1.20720 -3.80604 -3.93607 0.106
H 0.73697 3.43450 -4.88990 0.106
C -5.37392 -1.15367 2.95045 -0.011
C -3.87423 -1.36329 3.14716 -0.593
C -3.53455 -1.32530 4.63086 -0.017
C -3.39053 -2.65845 2.50840 -0.013
O -3.25146 -0.25652 2.43559 -0.146
P -1.74894 0.15813 2.50902 0.404
O -0.87273 -0.62241 3.39428 -0.221
O -1.19441 0.05000 0.98662 -0.152
O -1.62176 1.68413 2.82358 -0.125
C -2.49675 2.83676 2.72275 -0.591
C -2.56824 3.40789 4.13670 -0.006
C -1.81499 3.82315 1.77165 -0.017
C -3.88394 2.48236 2.21129 -0.018
H -5.92621 -1.95780 3.42719 0.098
H -5.62985 -1.13467 1.89495 0.094
H -5.68460 -0.21297 3.39962 0.085
H -3.93446 -2.20859 5.12149 0.101
H -3.96266 -0.44191 5.09903 0.095
H -2.45890 -1.30753 4.76642 0.066
H -3.90380 -3.51690 2.93163 0.100
H -2.32291 -2.75701 2.68601 0.062
H -3.57491 -2.62910 1.43753 0.096
H -1.56687 3.62102 4.50128 0.092
H -3.01935 2.67452 4.79915 0.092
H -3.15842 4.31933 4.15541 0.099
H -0.81737 4.06169 2.13508 0.082
H -2.39658 4.73936 1.72221 0.099
H -1.74665 3.39305 0.77400 0.075
H -4.39646 1.85170 2.93013 0.078
H -3.82066 1.95187 1.26446 0.094
H -4.46728 3.38858 2.07188 0.104
```


Q: energy relative to the best compared isomer or geometry (same formula, charge and spin) of number 3 (C3H6N4)?
A: 131.7 kcal per mole


Q: Among the records above, which one has the highest E?
A: C3H6N4